# 1
Computed, not measured: a molecular structure, C14H17CuN3O4Te, with wB97M-V/def2-TZVPD.

The HOMO energy (alpha / beta) is -1.156 / -1.083 eV. Its HOMO-LUMO gap (alpha / beta) is 5.64 / 5.56 eV. As for the expectation value of S²: 0.757.

The geometry in ORCA input format:
```
! wB97M-V def2-TZVPD RIJCOSX def2/J DEFGRID3
* xyz -2 2
Cu 0.87786 -0.86969 -2.55318
N -2.06796 -3.17615 -1.87069
C -0.79669 -3.74790 -1.40402
C 0.25025 -3.87126 -2.50155
O 0.52486 -5.00897 -2.92731
N 0.75544 -2.73733 -3.00293
C 1.42033 -2.85436 -4.29934
C 1.11798 -1.62930 -5.16103
O 1.26625 -1.69149 -6.37855
O 0.73821 -0.57890 -4.50922
H -2.37975 -3.72386 -2.66748
H -1.90266 -2.24415 -2.24003
H -0.99854 -4.75951 -1.05373
H -0.43105 -3.15033 -0.56655
H 1.11143 -3.76001 -4.81698
H 2.51267 -2.90025 -4.19275
C -0.02258 3.71488 5.03803
C -0.22004 2.83842 3.82697
C 0.78589 2.00301 3.36412
C 0.60267 1.16500 2.26569
C 1.74632 0.30173 1.80759
C -0.63806 1.12809 1.60255
Te -1.02273 -0.32692 0.10798
C -1.64270 2.01918 2.02777
C -2.97550 2.11390 1.33342
C -1.42012 2.84209 3.12980
H 0.97569 3.58003 5.45823
H -0.74929 3.48071 5.82109
H -0.14169 4.77417 4.79282
H 1.74753 1.99990 3.87148
H 2.65901 0.53969 2.36014
H 1.92574 0.43376 0.73820
H 1.50857 -0.75620 1.94487
H -2.87460 1.89178 0.27181
H -3.40049 3.11318 1.46082
H -3.68184 1.38165 1.73551
H -2.21406 3.51488 3.44912
O 3.01870 2.62136 -2.27234
C 2.34799 1.64303 -2.11076
N 1.68696 0.68613 -1.87955
*
```

Atom charges from the natural (NBO) analysis, given in e for atoms 1 to 2: 1.358, -0.821



# 2
Computed, not measured: a molecular structure, C14H17EuN2O8PS5 at a distorted geometry, with wB97M-V/def2-TZVPD.

The HOMO energy (alpha / beta) is -4.078 / -4.088 eV. Its HOMO-LUMO gap (alpha / beta) is 6.35 / 6.37 eV. As for the expectation value of S²: 12.020.

The geometry in ORCA input format:
```
! wB97M-V def2-TZVPD RIJCOSX def2/J DEFGRID3
* xyz -1 7
Eu -0.32160 -0.10624 -0.17217
O 1.48335 -2.65151 2.19265
C 0.81428 -1.97357 1.43517
O 1.05489 -0.74802 1.12325
C -0.50279 -2.56523 0.80710
O -1.11150 -3.43954 1.40559
O -0.88490 -2.04498 -0.30782
O -1.39581 6.08254 -3.62199
C -1.23686 5.04915 -3.02963
S 0.12433 4.71156 -1.97117
C -0.30717 3.05637 -1.51704
C -1.47142 2.58858 -2.02869
S -2.26362 1.06953 -1.73374
S -2.33997 3.67756 -3.11715
S 0.83663 2.27330 -0.48400
C -2.96950 -0.46436 -4.70165
C -1.61161 0.09753 -4.46954
C -1.16640 1.26976 -5.03349
C 0.15123 1.68864 -4.75500
N 0.93967 1.00106 -3.96000
C 0.50894 -0.11683 -3.38633
S 1.46163 -0.99439 -2.32144
N -0.73831 -0.61669 -3.72535
C 0.72116 2.93467 -5.33468
H -3.52752 0.17373 -5.38042
H -3.50962 -0.51794 -3.75759
H -2.89954 -1.46916 -5.11753
H -1.81619 1.87012 -5.64596
H -1.02757 -1.47125 -3.24868
H -0.04248 3.53209 -5.82420
H 1.49341 2.67948 -6.05750
H 1.19979 3.51016 -4.54469
C -1.27148 1.65902 4.91795
O -1.81699 1.62175 3.61712
P -0.90835 1.13113 2.32853
O -1.48382 -0.36991 2.06286
C -2.87455 -0.69660 2.20926
O -1.89734 1.84663 1.22316
C -2.09653 3.25492 1.25801
H -1.99266 2.19296 5.53822
H -0.31562 2.18330 4.93509
H -1.12587 0.65155 5.30972
H -2.91118 -1.75326 2.47658
H -3.40114 -0.54661 1.26133
H -3.33171 -0.08305 2.98634
H -2.79240 3.49542 0.45422
H -1.15259 3.77939 1.10113
H -2.52175 3.54283 2.21994
*
```

Atom charges from the Löwdin analysis, given in e for atoms 1 to 2: 1.330, 0.085



# 3
Computed, not measured: C14H17FN2O2 in the gas phase at a distorted geometry, with wB97M-V/def2-TZVPD.

The HOMO energy is -9.251 eV. Its HOMO-LUMO gap is 8.80 eV.

The geometry in ORCA input format:
```
! wB97M-V def2-TZVPD RIJCOSX def2/J DEFGRID3
* xyz 0 1
C 0.72195 2.04329 -1.45575
C 1.81342 1.88103 -0.40802
O 1.77257 2.69190 0.55730
N 2.66936 0.90521 -0.56929
C 2.62896 -0.31664 -1.66126
C 2.66125 -1.62106 -0.62574
C 2.28680 -1.42977 0.64596
N 0.82234 -0.69399 0.71535
C -0.26104 -1.49073 0.07879
O -0.01274 -2.88706 -0.39812
C -1.44684 -0.77876 0.22832
C -1.78698 0.14668 0.94886
C -3.07765 0.75883 1.14006
C -3.88549 0.21931 0.11189
F -5.23469 1.09528 0.14924
C -3.68391 -0.70122 -0.74268
C -2.31219 -1.16302 -0.80977
C 3.23607 -0.40304 1.42312
C 3.61273 0.90426 0.49163
H 1.15830 1.98528 -2.51998
H -0.05693 1.13804 -1.55757
H 0.14446 3.15594 -1.33046
H 1.61388 -0.20865 -2.01426
H 3.45822 0.03982 -2.19969
H 3.77179 -1.79126 -0.88787
H 2.12120 -2.22977 -1.41114
H 2.22137 -2.40781 0.98066
H 0.74668 0.23320 0.74233
H -1.14038 0.52369 2.01189
H -3.26902 1.70237 1.75016
H -4.43367 -0.95172 -1.63904
H -2.19589 -2.03689 -1.29190
H 4.04748 -1.14061 1.78316
H 2.62775 0.05767 2.25666
H 3.56239 1.63576 1.20144
H 4.57944 0.49892 0.13261
*
```

Atom charges from the natural (NBO) analysis, given in e for atoms 1 to 2: -0.727, 0.622



# 4
Computed, not measured: a molecular structure, C14H17FeNO2 at a distorted geometry, with wB97M-V/def2-TZVPD.

The HOMO energy (alpha / beta) is -6.546 / -7.814 eV. Its HOMO-LUMO gap (alpha / beta) is 6.71 / 7.72 eV. As for the expectation value of S²: 6.085.

The geometry in ORCA input format:
```
! wB97M-V def2-TZVPD RIJCOSX def2/J DEFGRID3
* xyz 0 5
C -1.13436 -1.00925 -2.63574
C 1.54368 -0.27372 -2.99315
C -1.61642 0.34072 -2.94766
H -1.72852 -1.55549 -1.87904
C 1.18286 1.08641 -2.81016
H 2.50974 -0.65066 -2.60381
H -2.72350 0.32236 -3.03153
H 1.85756 1.72395 -2.21034
C -1.01454 1.14411 -4.15357
H -1.78326 1.87913 -4.43818
H -0.92046 0.48302 -5.03640
C -0.31014 -1.89368 -3.52655
H -0.90264 -2.36842 -4.33176
H 0.02136 -2.76855 -2.93919
C 0.92149 -1.15832 -4.06985
H 0.65405 -0.53696 -4.94307
H 1.63237 -1.92980 -4.40804
C 0.30471 1.84311 -3.80472
H 0.81427 2.05925 -4.75135
H 0.06026 2.83347 -3.38701
Fe 0.25512 -0.07638 -1.23624
H -1.58671 0.99014 -2.04961
O -2.40617 -0.57503 1.99921
C -1.47329 -0.38938 1.20376
O -1.48680 -0.28122 -0.07484
C -0.09306 -0.28555 1.80349
C 0.05552 -0.28310 3.19175
C 1.30508 -0.17148 3.76674
C 2.42174 -0.10952 2.91586
C 2.18997 -0.12097 1.51529
N 0.95364 -0.18030 0.95545
H -0.85269 -0.36730 3.78127
H 1.40583 -0.14502 4.85224
H 3.43060 -0.04302 3.30606
H 3.04465 -0.05526 0.84790
*
```

Atom charges from the natural (NBO) analysis, given in e for atoms 1 to 2: -0.439, -0.300



# 5
Computed, not measured: a molecular structure, C14H17IrN3O2SSe3SiTe, with wB97M-V/def2-TZVPD.

The HOMO energy (alpha / beta) is -3.827 / -4.292 eV. Its HOMO-LUMO gap (alpha / beta) is 6.19 / 5.21 eV. As for the expectation value of S²: 6.026.

The geometry in ORCA input format:
```
! wB97M-V def2-TZVPD RIJCOSX def2/J DEFGRID3
* xyz -1 5
Ir -1.24979 0.46642 0.65362
Se -2.89451 -0.40530 2.14099
Se -2.55241 0.33299 5.03656
Te -4.27496 2.64012 3.95847
Se -4.45942 1.27028 1.90129
O -0.10827 1.56541 -0.73009
N -0.79581 2.13292 -1.63794
N -2.05105 1.94470 -1.57279
O -2.64313 1.20361 -0.63621
C -2.90692 2.54560 -2.53039
C -2.48075 2.75539 -3.83512
C -3.36717 3.28540 -4.75769
C -4.66151 3.61640 -4.38326
C -5.07009 3.41758 -3.07179
C -4.19768 2.87794 -2.14156
H -1.47357 2.48867 -4.12172
H -3.04977 3.42505 -5.78298
H -5.35202 4.02431 -5.11027
H -6.07628 3.67275 -2.76623
H -4.50703 2.70739 -1.11962
C 3.16713 -2.67160 -1.14576
Si 3.32314 -2.75032 0.72958
C 5.06528 -2.14738 1.19160
C 3.11496 -4.55403 1.26178
C 2.18956 -1.58272 1.68739
C 2.61886 -1.03419 2.88983
C 1.87903 -0.05755 3.54708
C 0.72741 0.40533 2.94747
N 0.27463 -0.11235 1.80484
C 0.94969 -1.12138 1.19425
S 0.09812 -1.72076 -0.16867
H 4.02383 -3.15134 -1.62839
H 3.10738 -1.64016 -1.49542
H 2.25897 -3.17265 -1.47307
H 5.83934 -2.69552 0.65005
H 5.26397 -2.26908 2.25825
H 5.17392 -1.08695 0.95665
H 3.91059 -5.17078 0.83671
H 2.15956 -4.94518 0.90822
H 3.14332 -4.66493 2.34728
H 3.55482 -1.36931 3.32261
H 2.19627 0.35415 4.49429
H 0.13237 1.19105 3.39014
*
```

Atom charges from the natural (NBO) analysis, given in e for atoms 1 to 2: 0.669, -0.109



# 6
Computed, not measured: a molecular structure, C14H17IrN3O3 at a distorted geometry, with wB97M-V/def2-TZVPD.

The HOMO energy (alpha / beta) is -22.001 / -24.778 eV. Its HOMO-LUMO gap (alpha / beta) is 7.53 / 5.39 eV. As for the expectation value of S²: 8.781.

The geometry in ORCA input format:
```
! wB97M-V def2-TZVPD RIJCOSX def2/J DEFGRID3
* xyz 4 6
N 0.66671 2.45344 0.30282
C 0.36871 3.55465 0.43317
C 0.30017 4.96879 0.62577
H -0.75367 5.25871 0.60000
H 0.87361 5.44511 -0.18716
H 0.74391 5.20565 1.60359
N 2.05174 -1.32106 -0.07560
C 2.95648 -1.92301 -0.43811
C 4.13386 -2.69664 -0.42653
H 4.89401 -2.32099 -1.10528
H 3.91979 -3.72984 -0.68004
H 4.48516 -2.63043 0.59758
N -1.97052 -1.61366 0.29777
C -3.12537 -1.78539 0.43646
C -4.43234 -2.28505 0.62827
H -4.39709 -3.05322 1.41556
H -4.76999 -2.70982 -0.33244
H -5.06963 -1.45466 0.94201
Ir 0.48135 -0.29578 0.18206
C 0.02566 -1.52674 1.59336
O 0.10207 -2.18460 2.54504
C 1.42337 0.60433 1.61191
O 2.04625 0.79088 2.56381
C 0.70706 1.18498 -1.67161
C -0.67745 1.25574 -1.47632
C -1.42127 0.10368 -1.47407
C -0.78886 -1.12979 -1.66631
C 0.57152 -1.21297 -1.85312
C 1.34187 -0.02217 -1.85131
H 1.32361 2.07131 -1.65676
H -1.15638 2.22047 -1.33761
H -2.49764 0.14523 -1.33507
H -1.34332 -2.05665 -1.64437
H 1.02014 -2.19126 -1.89639
H 2.41887 -0.02945 -1.88666
O -1.52255 0.99009 1.82624
H -1.89685 0.29153 2.39304
H -1.03300 1.62862 2.39633
*
```

Atom charges from the natural (NBO) analysis, given in e for atoms 1 to 2: -0.457, 0.589